--- 1 ---
The following is a DFT calculation (ωB97M-V/def2-TZVPD) of a single C3H9NS molecule.

Each line ends with the Löwdin charge.
Geometry (Å):
1 C 0.7119 -0.1178 1.3781  -0.092
2 C 0.1263 0.2189 0.0428  -0.535
3 N 1.0277 -0.0835 -1.1091  0.024
4 C -1.2621 -0.3795 -0.0789  -0.510
5 S -2.0409 -0.1089 -1.7510  0.671
6 H 0.0850 0.1586 2.2212  0.080
7 H 1.6801 0.3530 1.5792  0.079
8 H 0.9481 -1.1864 1.4710  0.087
9 H 0.0890 1.3150 -0.0038  0.129
10 H 1.1791 0.7647 -1.6136  0.051
11 H 1.9185 -0.3981 -0.7824  0.054
12 H -1.3149 -1.4270 0.2346  0.078
13 H -1.9698 0.0803 0.6055  0.056
14 H -1.1780 0.8105 -2.1937  -0.172

## Properties
HOMO level, Eh: -0.320
Orbital gap, eV: 9.7
Total charge: 0
SMILES: C[C@@H](N)CS
2S+1: 1

--- 2 ---
The following is a DFT calculation (ωB97M-V/def2-TZVPD) of 2 unconnected molecules or ions with the total composition C3H9NS.

Each line ends with the Löwdin charge.
Geometry (Å):
1 C 0.7172 -2.2663 1.9960  -0.168
2 N 1.9427 -2.1141 1.7775  0.024
3 H 0.1991 -1.5754 2.6940  0.065
4 H 0.0955 -3.1048 1.7252  0.058
5 H 2.2822 -2.7855 1.0852  0.043
6 C -0.4146 1.3512 -2.2545  -0.447
7 S -1.2370 0.9006 -0.7030  0.689
8 C 0.3261 1.0204 0.2593  -0.418
9 H 0.0920 2.2974 -2.0963  0.030
10 H -1.1558 1.6398 -2.9818  0.020
11 H 0.2302 0.5039 -2.5086  0.034
12 H 0.5230 2.0530 0.5569  0.038
13 H 0.2193 0.2747 1.0677  -0.008
14 H 1.0667 0.4803 -0.3909  0.042

## Properties
HOMO level, Eh: -0.313
Orbital gap, eV: 9.5
Total charge: 0
SMILES: C=N.CSC
2S+1: 1

--- 3 ---
The following is a DFT calculation (ωB97M-V/def2-TZVPD) of 2 unconnected molecules or ions with the total composition C3H9NS.

Each line ends with the Löwdin charge.
Geometry (Å):
1 C 1.8493 0.4504 1.0225  -0.066
2 C 0.3240 -1.3851 -2.3818  -0.621
3 C -0.5178 0.5269 0.4107  -0.248
4 N 0.5147 1.1935 1.0674  -0.144
5 S -1.0647 -0.4176 -1.7890  0.522
6 H 2.5119 0.8979 1.6784  0.042
7 H 2.0560 0.3690 -0.1375  0.127
8 H 1.6304 -0.4882 1.4981  0.065
9 H 0.7934 -2.1532 -1.6193  0.056
10 H 1.0573 -0.8289 -2.9513  -0.006
11 H -0.0882 -2.1419 -3.1374  0.029
12 H 0.6445 2.1622 0.7122  0.127
13 H -0.5065 -0.5554 0.6711  0.044
14 H -1.4766 1.0572 0.5926  0.073

## Properties
HOMO level, Eh: -0.292
Orbital gap, eV: 8.3
Total charge: 0
2S+1: 1

Least stable: 3

--- 1 ---
The following is a DFT calculation (ωB97M-V/def2-TZVPD) of 4 unconnected molecules or ions with the total composition C4H16O4.

Each line ends with the Löwdin charge.
Geometry (Å):
1 C -0.7514 -2.9756 -4.3110  -0.156
2 O -0.8544 -3.4415 -5.6656  -0.135
3 H -1.7196 -2.6119 -3.9612  0.075
4 H -0.4297 -3.8354 -3.7255  0.079
5 H 0.0416 -2.2237 -4.2538  0.069
6 H -0.9851 -2.6877 -6.2460  0.066
7 C -0.7799 2.8408 1.2679  -0.162
8 O -1.9312 2.6169 0.4668  -0.120
9 H -0.2429 3.7349 0.9448  0.080
10 H -1.0754 2.9396 2.3150  0.076
11 H -0.1065 1.9922 1.1796  0.055
12 H -2.4265 3.4396 0.4425  0.073
13 C 0.3143 -0.7508 -0.8507  -0.171
14 O 1.2227 -1.2052 0.1224  -0.102
15 H 0.2468 0.3383 -0.7441  0.069
16 H 0.6327 -0.9042 -1.8834  0.067
17 H -0.7165 -1.1189 -0.8431  0.079
18 H 1.1841 -0.6015 0.8641  0.052
19 C 1.6474 0.6100 3.9552  -0.180
20 O 0.4669 0.6578 4.7206  -0.110
21 H 1.7333 1.2936 3.1036  0.067
22 H 2.5331 0.7197 4.5877  0.078
23 H 1.7031 -0.3869 3.5115  0.076
24 H 0.2933 1.5598 5.0028  0.075

## Properties
HOMO level, Eh: -0.382
Orbital gap, eV: 11.0
Total charge: 0
SMILES: CO.CO.CO.CO
2S+1: 1

--- 2 ---
The following is a DFT calculation (ωB97M-V/def2-TZVPD) of 4 unconnected molecules or ions with the total composition C4H16O4.

Each line ends with the Löwdin charge.
Geometry (Å):
1 C -2.5189 2.6864 -0.5972  -0.094
2 C -3.2843 1.7522 -1.5135  -0.331
3 O -2.5162 1.3036 -2.6154  -0.087
4 H -2.2621 3.6084 -1.1221  0.073
5 H -1.6041 2.2218 -0.2284  0.061
6 H -3.1422 2.9752 0.2534  0.071
7 H -4.1257 2.2876 -1.9544  0.108
8 H -3.6692 0.9010 -0.9428  0.109
9 H -1.8353 0.7088 -2.2802  0.029
10 C 0.8768 -1.0911 1.8814  -0.098
11 C 2.1231 -1.7885 2.3671  -0.325
12 O 2.8963 -0.9827 3.2525  -0.082
13 H 0.2676 -1.7892 1.3019  0.076
14 H 1.0692 -0.2176 1.2582  0.067
15 H 0.2862 -0.7386 2.7316  0.076
16 H 2.8039 -1.9918 1.5394  0.103
17 H 1.8621 -2.7366 2.8456  0.110
18 H 2.3106 -0.6310 3.9309  0.077
19 O 3.0203 -2.2539 -1.8941  -0.056
20 H 3.0255 -1.5812 -1.2080  0.020
21 H 3.9230 -2.2615 -2.2222  0.038
22 O -0.1946 -0.0752 -1.4498  -0.043
23 H 0.3424 0.5628 -1.9282  0.058
24 H 0.3456 -0.8689 -1.4056  0.038

## Properties
HOMO level, Eh: -0.364
Orbital gap, eV: 10.2
Total charge: 0
SMILES: CCO.CCO.O.O
2S+1: 1

Least stable: 1

--- 1 ---
The following is a DFT calculation (ωB97M-V/def2-TZVPD) of 4 unconnected molecules or ions with the total composition C4H16O4.

Each line ends with the Löwdin charge.
Geometry (Å):
1 C 25.4389 14.6607 6.0612  -0.171
2 O 24.4343 15.2354 6.8710  -0.120
3 H 25.1715 13.6743 5.6820  0.072
4 H 25.6482 15.3325 5.2288  0.074
5 H 26.3877 14.5128 6.5769  0.076
6 H 23.5776 15.0233 6.4933  0.027
7 C 20.8198 8.3296 9.4277  -0.172
8 O 20.8388 8.0090 10.8041  -0.113
9 H 19.8037 8.1511 9.0759  0.079
10 H 20.9909 9.3866 9.2237  0.062
11 H 21.5553 7.7767 8.8434  0.075
12 H 21.5635 8.5118 11.1830  0.072
13 C 20.6057 16.1836 6.2849  -0.142
14 O 21.6260 15.5053 5.5844  -0.127
15 H 20.0771 15.4077 6.8388  0.075
16 H 20.9022 16.9275 7.0244  0.091
17 H 19.9280 16.6919 5.5991  0.081
18 H 21.2268 15.0102 4.8652  0.092
19 C 22.5934 12.2135 7.8222  -0.185
20 O 21.6331 13.1861 8.0443  -0.100
21 H 22.3124 11.6111 6.9584  0.077
22 H 23.6125 12.5832 7.7087  0.073
23 H 22.5695 11.4528 8.6026  0.068
24 H 21.7133 13.8225 7.3300  0.036

## Properties
HOMO level, Eh: -0.375
Orbital gap, eV: 10.7
Total charge: 0
SMILES: CO.CO.CO.CO
2S+1: 1

--- 2 ---
The following is a DFT calculation (ωB97M-V/def2-TZVPD) of 4 unconnected molecules or ions with the total composition C4H16O4.

Each line ends with the Löwdin charge.
Geometry (Å):
1 C 0.9149 2.0628 -0.0824  -0.077
2 C 0.7269 0.9320 0.9265  -0.297
3 O -0.4243 0.1147 0.6541  -0.098
4 H 1.2468 1.5057 -0.9585  0.070
5 H 1.7303 2.7464 0.1541  0.080
6 H -0.0220 2.5522 -0.3488  0.074
7 H 0.5375 1.3038 1.9335  0.100
8 H 1.5930 0.2721 0.9765  0.110
9 H -0.4086 -0.3082 -0.2076  0.060
10 C 1.3453 -3.1089 -1.5403  -0.073
11 C -0.0631 -3.1241 -2.1860  -0.353
12 O -0.7503 -2.0189 -1.7806  -0.065
13 H 1.8931 -2.2329 -1.8877  0.068
14 H 1.9750 -3.9558 -1.8129  0.070
15 H 1.2514 -3.1010 -0.4544  0.072
16 H -0.6075 -3.9931 -1.8165  0.109
17 H 0.0674 -3.2706 -3.2582  0.107
18 H -1.6707 -2.0096 -2.0532  0.103
19 O -2.4294 0.9421 2.6089  -0.049
20 H -1.7459 0.9779 1.9398  -0.023
21 H -2.0121 1.2896 3.3971  0.027
22 O -1.2790 4.4048 1.7579  -0.043
23 H -1.0669 3.5215 1.4560  -0.004
24 H -0.8021 4.4975 2.5826  0.032

## Properties
HOMO level, Eh: -0.391
Orbital gap, eV: 11.3
Total charge: 0
SMILES: CCO.CCO.O.O
2S+1: 1

Least stable: 1

--- 1 ---
The following is a DFT calculation (ωB97M-V/def2-TZVPD) of a single C5H3N molecule.

Each line ends with the Löwdin charge.
Geometry (Å):
1 C 1.6440 -0.2195 -0.3705  0.016
2 C 0.8185 0.6931 -0.1926  -0.177
3 C -0.3137 1.0073 0.2419  -0.010
4 C -0.5811 -0.8005 0.3881  -0.035
5 N -1.6098 -0.7055 -0.3903  0.063
6 C -1.5904 0.4829 0.3631  -0.203
7 H 1.5259 -0.8354 -1.2854  0.115
8 H 2.5589 -0.3318 0.2235  0.096
9 H -2.4523 0.7095 1.0221  0.134

## Properties
HOMO level, Eh: -0.344
Orbital gap, eV: 8.9
Total charge: 0
SMILES: C=C=C1C2=N[C@H]12
2S+1: 1

--- 2 ---
The following is a DFT calculation (ωB97M-V/def2-TZVPD) of a single C5H3N molecule.

Each line ends with the Löwdin charge.
Geometry (Å):
1 C 1.0922 -0.9226 -0.0253  -0.055
2 C 1.3944 0.4951 0.1541  -0.192
3 C -0.2783 -0.9866 0.1216  0.025
4 C 0.1960 1.1341 0.0188  0.162
5 C -1.2584 -0.0705 0.1911  -0.322
6 N -2.4678 0.1008 -0.0681  0.181
7 H 1.8218 -1.6175 -0.3469  0.090
8 H 2.3371 0.8609 0.1982  0.049
9 H -2.8370 1.0063 -0.2435  0.063

## Properties
HOMO level (spin up / spin down), Eh: -0.309 / -0.311
Orbital gap (spin up / spin down), eV: 7.4 / 7.4
Total charge: 0
2S+1: 1

Least stable: 1

--- 1 ---
The following is a DFT calculation (ωB97M-V/def2-TZVPD) of a molecular structure, C5H3N.

Each line ends with the Löwdin charge.
Geometry (Å):
1 C -0.4404 0.6097 -0.7508  -0.121
2 C 0.1435 1.7730 -1.0752  -0.118
3 C 1.3553 2.3820 -1.0720  0.070
4 C 0.4358 0.0095 0.2945  -0.091
5 C 1.0910 1.3855 0.3633  -0.301
6 N 1.4567 2.5279 0.6652  0.177
7 H -1.4148 0.1396 -1.0509  0.120
8 H -0.2174 -0.3751 1.1643  0.152
9 H 1.1869 -0.7260 -0.0010  0.112

## Properties
HOMO level, Eh: -0.317
Orbital gap, eV: 8.6
Total charge: 0
2S+1: 1

--- 2 ---
The following is a DFT calculation (ωB97M-V/def2-TZVPD) of a single C5H3N molecule.

Each line ends with the Löwdin charge.
Geometry (Å):
1 C -0.6951 1.0742 -0.1145  -0.332
2 C 0.7751 -0.6112 -0.5806  -0.190
3 C 0.2343 0.5754 -1.1513  -0.011
4 C -0.6506 0.5652 1.1395  0.053
5 C -0.9101 -0.5038 -0.1365  0.024
6 N 0.4089 -0.7385 0.7959  -0.024
7 H -1.4166 1.7783 -0.5302  0.129
8 H 1.3547 -1.3923 -1.1741  0.151
9 H 0.8994 -0.7472 1.7517  0.199

## Properties
HOMO level, Eh: -0.320
Orbital gap, eV: 8.5
Total charge: 0
2S+1: 1

--- 3 ---
The following is a DFT calculation (ωB97M-V/def2-TZVPD) of a single C5H3N molecule.

Each line ends with the Löwdin charge.
Geometry (Å):
1 C -1.1209 -0.2185 -1.8338  0.108
2 C -0.1876 0.1363 -0.7738  -0.248
3 C 0.0862 -0.7287 1.8860  0.058
4 C 0.5896 0.8872 0.1484  -0.208
5 C -0.8213 -1.0511 -0.7113  -0.041
6 N 0.6863 0.0550 1.2611  -0.081
7 H 1.6600 1.0041 -0.2111  0.153
8 H 0.1579 1.8993 0.5681  0.182
9 H -1.0501 -1.9836 -0.3336  0.077

## Properties
HOMO level, Eh: -0.342
Orbital gap, eV: 9.8
Total charge: 0
2S+1: 1

--- 4 ---
The following is a DFT calculation (ωB97M-V/def2-TZVPD) of a molecular structure, C5H3N.

Each line ends with the Löwdin charge.
Geometry (Å):
1 C 0.7587 1.2236 -0.3431  -0.052
2 C -0.3766 1.2557 0.1964  0.076
3 C -0.2518 -0.6993 -0.0444  -0.256
4 C 1.1420 -0.1791 -0.3091  -0.141
5 C -1.2598 0.1551 0.6294  -0.146
6 N -1.4064 -0.8079 -0.5595  0.192
7 H 1.2004 -0.7066 -1.2805  0.130
8 H 2.0483 -0.2890 0.2491  0.108
9 H -1.8549 0.0476 1.4617  0.090

## Properties
HOMO level (spin up / spin down), Eh: -0.336 / -0.335
Orbital gap (spin up / spin down), eV: 8.6 / 8.6
Total charge: 0
2S+1: 1

Least stable: 2

--- 1 ---
The following is a DFT calculation (ωB97M-V/def2-TZVPD) of 2 unconnected molecules or ions with the total composition C4H10O2S.

Each line ends with the Löwdin charge.
Geometry (Å):
1 O 2.4641 2.3229 0.0482  -0.006
2 C 2.3029 1.0955 -0.2486  -0.258
3 C 1.4414 0.1371 0.4275  -0.160
4 C -0.0877 0.7103 0.6732  -0.237
5 C -0.9081 -0.4186 1.4182  -0.638
6 S -2.3461 0.2105 2.2693  0.681
7 H 2.9884 0.7512 -1.0304  0.110
8 H 1.2755 -1.0125 0.0123  0.173
9 H 1.9224 0.0190 1.3968  0.108
10 H -0.5719 0.8642 -0.3321  0.111
11 H -0.1938 1.7084 1.1306  0.095
12 H -1.1493 -1.1807 0.6719  0.058
13 H -0.1768 -0.9294 2.1516  0.095
14 H -2.7971 1.0868 1.3323  -0.131
15 O -1.2927 -1.6572 -2.9395  -0.066
16 H -2.1451 -1.6251 -3.3822  0.030
17 H -0.7259 -2.0823 -3.5991  0.036

## Properties
HOMO level, Eh: -0.332
Orbital gap, eV: 9.6
Total charge: 0
SMILES: O=CCCCS.O
2S+1: 1

--- 2 ---
The following is a DFT calculation (ωB97M-V/def2-TZVPD) of 2 unconnected molecules or ions with the total composition C4H10O2S.

Each line ends with the Löwdin charge.
Geometry (Å):
1 C 1.5430 0.5816 -1.2433  -0.199
2 C 1.6013 0.3312 0.2090  -0.513
3 S 0.8253 -1.3924 0.6272  0.705
4 C 1.5433 -1.7082 2.2846  -0.456
5 H 2.1257 1.4771 -1.5037  0.080
6 H 0.4797 0.8014 -1.5110  0.066
7 H 1.9675 -0.2450 -1.8156  0.069
8 H 1.1162 1.0658 0.8727  0.073
9 H 2.6507 0.2757 0.6218  0.079
10 H 2.6561 -1.6443 2.2091  0.029
11 H 1.1754 -0.8839 2.9602  0.040
12 H 1.3196 -2.7138 2.7248  0.039
13 O -2.0397 1.1508 0.2453  0.065
14 C -2.3427 0.8282 -0.8767  -0.402
15 O -2.3761 1.7011 -1.8793  0.090
16 H -2.7226 -0.1271 -1.0941  0.121
17 H -2.7159 1.2607 -2.6687  0.112

## Properties
HOMO level, Eh: -0.304
Orbital gap, eV: 8.8
Total charge: 0
SMILES: CCSC.O=CO
2S+1: 1

Least stable: 1